No. 1
{"formula": "C2H7NO2", "method": "ωB97M-V/def2-TZVPD", "smiles": "C=O.NCO", "homo_lumo_gap_ev": 9.758, "max_force_ev_per_a": 4.4, "mol_weight_g_mol": 77.08, "species": ["O", "C", "H", "H", "N", "C", "O", "H", "H", "H", "H", "H"], "xyz": [[1.526081, -2.363720, -0.291631], [2.485811, -1.653962, 0.114466], [2.956690, -0.754158, -0.407180], [2.819938, -1.956010, 1.128769], [-0.599529, 1.719728, 0.918794], [-1.276267, 1.602511, -0.378777], [-2.060905, 0.472928, -0.471570], [0.403455, 1.281671, 0.919809], [-0.893331, 1.072604, 1.548857], [-0.404720, 1.683393, -1.047369], [-2.157687, 2.358532, -0.583025], [-1.506312, -0.289089, -0.299939]], "forces_ev_per_a": [[3.20, 2.94, 0.44], [-3.08, -2.37, -0.33], [-0.69, -1.14, 0.26], [0.56, 0.61, -0.36], [3.63, 0.79, -1.48], [-0.75, 1.69, 0.56], [-0.09, -1.39, -0.35], [-1.84, 1.64, -1.03], [-2.64, -1.85, 2.50], [-0.88, 0.03, -0.76], [2.51, -0.44, 0.62], [0.08, -0.51, -0.08]]}

No. 2
{"formula": "C6H6N3", "method": "ωB97M-V/def2-TZVPD", "smiles": "C[n+]1cccnc1C#N", "charge": 1, "homo_lumo_gap_ev": 9.982, "max_force_ev_per_a": 3.2, "mol_weight_g_mol": 120.13, "species": ["C", "C", "C", "C", "C", "C", "N", "N", "N", "H", "H", "H", "H", "H", "H"], "xyz": [[1.393390, -1.861058, 1.805797], [0.110011, -0.536076, -1.888615], [0.480017, -1.836573, -1.700481], [0.067956, 0.302076, -0.738725], [0.879655, -1.423643, 0.533776], [0.108709, 0.708907, 1.587381], [1.990023, -1.969355, 2.773267], [0.896510, -2.258780, -0.523682], [0.420324, -0.143753, 0.472695], [-0.121487, -0.094313, -2.906095], [0.198358, -2.630366, -2.289037], [-0.189565, 1.323034, -0.840990], [0.324433, 1.756560, 1.214233], [-0.901801, 0.458028, 1.896739], [0.781673, 0.215243, 2.416955]], "forces_ev_per_a": [[0.01, 0.38, -0.94], [-0.18, 2.91, -0.22], [-0.77, 0.53, 1.87], [0.79, -1.79, -2.48], [0.08, -0.97, -1.26], [2.06, -0.77, 2.12], [0.19, -0.37, 0.81], [0.39, 0.92, 2.84], [-0.55, -1.15, -2.29], [0.08, -0.69, 1.51], [0.11, -1.43, -2.27], [-0.46, 0.80, 0.14], [-0.37, -1.18, 1.34], [-0.27, 0.66, -0.08], [-1.11, 2.14, -1.10]]}

No. 3
{"formula": "C2H3NO4", "method": "ωB97M-V/def2-TZVPD", "smiles": "Oc1on(O)c1O", "homo_lumo_gap_ev": 9.007, "max_force_ev_per_a": 1.6, "mol_weight_g_mol": 105.05, "species": ["C", "C", "O", "O", "O", "N", "O", "H", "H", "H"], "xyz": [[-0.139294, -0.652566, 0.816461], [0.173248, -0.368857, -0.463623], [0.181301, 1.982243, -0.550781], [-0.290540, -1.763316, 1.539335], [0.524364, -1.038635, -1.580335], [-0.594130, 0.855010, -0.437989], [-0.807074, 0.513447, 1.103477], [-0.440103, 2.727474, -0.569697], [0.329820, -1.792482, 2.280366], [1.062409, -0.462317, -2.137215]], "forces_ev_per_a": [[-0.09, -0.09, -1.55], [-0.14, -0.33, 0.73], [0.31, -0.08, 0.17], [0.33, -0.01, 0.21], [0.08, 0.26, 0.10], [-0.77, -0.05, 1.36], [0.32, 0.62, -0.89], [-0.03, -0.31, -0.13], [-0.13, 0.10, -0.04], [0.12, -0.10, 0.04]]}

No. 4
{"formula": "C2H9ClNSi", "method": "ωB97M-V/def2-TZVPD", "charge": 1, "homo_lumo_gap_ev": [7.065, 7.064], "max_force_ev_per_a": 5.6, "mol_weight_g_mol": 110.64, "species": ["C", "C", "N", "Si", "Cl", "H", "H", "H", "H", "H", "H", "H", "H", "H"], "xyz": [[0.575814, -0.095201, -1.130988], [-0.819191, -1.041870, 1.414483], [0.794044, 1.232790, -0.952073], [0.133819, -2.574443, 1.401347], [-0.626697, 4.331358, -1.072336], [1.102800, -0.936845, -0.687884], [-0.347533, -0.480396, -1.670394], [-0.534570, -0.405407, 2.270828], [-1.868393, -0.809039, 1.358364], [-1.551883, 3.607593, -1.604726], [0.185720, 1.958184, -1.266859], [1.627516, 1.566255, -0.574195], [0.266039, -3.294097, 0.158189], [1.062514, -3.058884, 2.356245]], "forces_ev_per_a": [[-1.95, 2.68, 0.46], [1.77, -1.29, 1.51], [-1.08, -5.31, -1.26], [-2.35, 2.34, -0.66], [-0.12, -0.37, -0.14], [0.97, 0.87, -0.17], [1.13, 1.16, 0.62], [0.37, -0.39, -0.10], [-0.37, -0.34, -1.30], [0.02, 0.34, 0.08], [-0.73, 0.32, -0.46], [1.68, 0.36, 1.08], [-0.22, -0.48, -0.46], [0.90, 0.12, 0.79]]}

No. 5
{"formula": "C53H84F6N4O28S2", "method": "ωB97M-V/def2-TZVPD", "homo_lumo_gap_ev": 5.908, "max_force_ev_per_a": 5.1, "mol_weight_g_mol": 1403.38, "species": ["O", "H", "H", "H", "C", "F", "F", "F", "S", "O", "O", "N", "S", "O", "O", "C", "F", "F", "F", "C", "O", "C", "C", "N", "C", "C", "O", "C", "H", "H", "H", "H", "H", "H", "H", "H", "H", "H", "H", "H", "H", "H", "H", "C", "O", "C", "C", "N", "C", "C", "O", "C", "H", "H", "H", "H", "H", "H", "H", "H", "H", "H", "H", "H", "H", "H", "H", "C", "O", "C", "C", "N", "C", "C", "O", "C", "H", "H", "H", "H", "H", "H", "H", "H", "H", "H", "H", "H", "H", "H", "H", "C", "C", "C", "C", "C", "C", "O", "O", "H", "H", "H", "H", "H", "H", "C", "C", "C", "C", "C", "C", "O", "O", "H", "H", "H", "H", "H", "H", "C", "C", "C", "C", "C", "C", "O", "O", "H", "H", "H", "H", "H", "H", "C", "C", "C", "C", "C", "C", "O", "O", "H", "H", "H", "H", "H", "H", "C", "C", "O", "C", "O", "O", "H", "H", "H", "H", "C", "C", "O", "C", "O", "O", "H", "H", "H", "H", "C", "C", "O", "C", "O", "O", "H", "H", "H", "H"], "xyz": [[-23.194250, -34.390470, 14.901510], [-22.487350, -33.896190, 14.480100], [-23.009700, -35.298440, 15.152730], [-23.317810, -33.937150, 15.738670], [-20.748520, -29.623330, 13.888350], [-20.924510, -28.342380, 13.844050], [-19.805130, -29.903140, 14.862320], [-21.932680, -30.187460, 14.240050], [-20.127560, -30.413860, 12.231670], [-21.123590, -30.068180, 11.240380], [-18.819420, -29.831520, 11.893010], [-20.150400, -32.103770, 12.601770], [-19.421190, -32.570680, 11.259290], [-20.204770, -32.345730, 10.015250], [-18.008410, -32.226460, 11.165850], [-19.478150, -34.459240, 11.451330], [-19.271480, -35.035780, 10.266990], [-18.714290, -34.829700, 12.478810], [-20.760420, -34.767280, 11.632450], [-24.773360, -34.505230, 18.478160], [-23.761200, -35.415930, 18.163600], [-23.894320, -36.710030, 18.784490], [-22.863930, -37.795790, 18.300740], [-23.155650, -38.380800, 16.952510], [-22.048510, -39.264490, 16.617630], [-22.340050, -40.743860, 16.490640], [-23.685620, -41.059620, 16.982800], [-24.257770, -42.345370, 16.695110], [-24.634050, -33.658900, 17.805550], [-24.677940, -34.090480, 19.481650], [-25.754080, -34.965110, 18.356490], [-24.936390, -37.029690, 18.784980], [-23.738120, -36.633630, 19.860530], [-22.656100, -38.587890, 19.020100], [-21.863530, -37.365810, 18.251600], [-23.848570, -39.112370, 17.021570], [-21.205460, -39.174250, 17.302630], [-21.506530, -39.061720, 15.693920], [-21.593570, -41.331300, 17.025220], [-22.391270, -41.131640, 15.473240], [-23.709050, -43.122250, 17.227520], [-24.035580, -42.626880, 15.665790], [-25.324410, -42.554980, 16.775400], [-21.046540, -48.643320, 6.975770], [-21.543200, -47.307930, 7.399570], [-22.295790, -46.598830, 6.396310], [-22.060010, -45.128670, 6.605410], [-22.511370, -44.866810, 8.001560], [-22.389900, -43.440600, 8.396010], [-23.494740, -42.534950, 7.794550], [-23.163190, -41.995660, 6.534480], [-22.237150, -40.972390, 6.437170], [-20.474110, -48.871530, 7.874850], [-20.346850, -48.561030, 6.144040], [-21.815740, -49.405620, 6.851920], [-23.345080, -46.880030, 6.306730], [-21.647280, -46.718200, 5.528400], [-22.457000, -44.493920, 5.813210], [-20.982340, -44.976920, 6.544650], [-21.942780, -45.482180, 8.565590], [-21.448050, -43.010870, 8.054910], [-22.332250, -43.486260, 9.483520], [-23.660360, -41.757790, 8.540660], [-24.393460, -43.139900, 7.674360], [-22.188870, -40.351340, 5.542710], [-21.256660, -41.284790, 6.796570], [-22.521660, -40.205920, 7.158060], [-6.366910, -26.005850, 8.711430], [-7.623380, -25.712210, 9.301540], [-8.684870, -26.499100, 8.765620], [-9.985520, -26.127660, 9.520010], [-10.565560, -24.854500, 9.026750], [-11.723510, -24.530310, 9.857730], [-11.426200, -24.363090, 11.393850], [-11.301150, -25.513220, 12.165210], [-12.345280, -26.419320, 12.476350], [-5.977280, -27.021600, 8.778750], [-5.702560, -25.236410, 9.104750], [-6.544690, -25.654170, 7.695150], [-8.462230, -27.554120, 8.925220], [-8.784700, -26.299460, 7.698720], [-9.655790, -25.911250, 10.536150], [-10.677940, -26.874140, 9.130880], [-9.953350, -24.054240, 9.096540], [-12.495030, -25.287730, 9.719240], [-12.255040, -23.638510, 9.525660], [-12.236910, -23.728570, 11.751940], [-10.559600, -23.708690, 11.488060], [-12.587180, -26.982210, 11.574820], [-13.307800, -25.949170, 12.677870], [-11.992820, -27.131290, 13.222650], [-18.348690, -26.622730, 4.058910], [-19.259720, -26.937570, 5.123530], [-20.574620, -27.385580, 4.810980], [-20.944260, -27.652000, 3.487440], [-20.044920, -27.455040, 2.468240], [-18.831300, -26.793570, 2.745800], [-17.898270, -26.511860, 1.732930], [-21.613860, -27.575000, 5.720840], [-17.327410, -26.298580, 4.194270], [-19.097280, -26.626240, 6.144840], [-21.916020, -28.105420, 3.359000], [-20.226480, -27.744420, 1.443700], [-17.236050, -25.876810, 2.015390], [-21.275970, -27.776700, 6.596480], [-15.868200, -35.330560, 16.990090], [-14.506040, -35.567640, 17.093810], [-13.615600, -34.723090, 16.500140], [-14.157920, -33.558160, 15.854580], [-15.532410, -33.315380, 15.797280], [-16.353180, -34.165300, 16.410020], [-17.660690, -33.879270, 16.422040], [-12.293160, -34.777480, 16.623290], [-16.613840, -35.961220, 17.451260], [-14.231340, -36.402060, 17.722050], [-13.409450, -32.895570, 15.445710], [-15.932700, -32.369540, 15.463260], [-17.629390, -33.584750, 15.508870], [-11.763980, -35.453980, 17.052130], [-19.294970, -30.069020, 21.704320], [-19.472610, -28.815360, 22.325420], [-20.379520, -28.680030, 23.408670], [-20.880790, -29.850540, 24.017930], [-20.632380, -31.061320, 23.375010], [-19.855730, -31.192190, 22.215950], [-19.550200, -32.376390, 21.650760], [-20.887850, -27.510270, 23.912460], [-18.567690, -30.105020, 20.906720], [-19.066200, -27.902710, 21.915170], [-21.653090, -29.807300, 24.771640], [-21.142700, -31.903210, 23.819060], [-19.127460, -32.181370, 20.811210], [-20.395780, -26.700550, 23.758110], [-12.173650, -34.346000, 9.796270], [-12.625480, -35.554570, 9.359920], [-12.107560, -36.717790, 9.894140], [-11.232490, -36.697850, 10.898590], [-10.723300, -35.403850, 11.261150], [-11.211730, -34.231590, 10.753190], [-10.705420, -33.055400, 11.062900], [-12.694200, -37.864460, 9.461390], [-12.688860, -33.492280, 9.381400], [-13.488400, -35.673760, 8.721510], [-10.838210, -37.624040, 11.289880], [-9.893620, -35.304390, 11.945330], [-9.822340, -33.186720, 11.415790], [-13.600690, -37.765500, 9.161250], [-25.282800, -24.795500, 10.497360], [-25.220940, -24.159690, 11.913940], [-26.040460, -25.049610, 12.734160], [-26.385830, -26.137840, 12.081460], [-26.876150, -27.093280, 12.578190], [-25.864300, -26.040840, 10.789850], [-24.318410, -24.948250, 10.012880], [-25.902330, -24.174990, 9.849860], [-25.635770, -23.157430, 12.021130], [-24.224860, -24.087400, 12.350630], [-19.019780, -33.323470, 3.454570], [-17.659120, -32.801940, 3.996510], [-17.005760, -34.052610, 4.021020], [-17.916520, -35.113430, 4.081340], [-17.702820, -36.258310, 4.379270], [-19.012520, -34.660580, 3.577560], [-19.050480, -32.869270, 2.464180], [-19.780390, -32.815560, 4.047520], [-17.733570, -32.367010, 4.993200], [-17.249490, -32.065590, 3.305070], [-13.633040, -41.631230, 14.899180], [-14.124290, -43.091460, 14.678100], [-15.105090, -42.989680, 13.592350], [-15.511650, -41.727540, 13.531450], [-16.318930, -41.247390, 12.765930], [-14.793880, -40.947900, 14.378650], [-12.713440, -41.332290, 14.396130], [-13.558880, -41.419040, 15.965750], [-14.506000, -43.591040, 15.568500], [-13.306800, -43.678720, 14.259850]], "forces_ev_per_a": [[-0.92, 0.61, 0.33], [1.21, 0.07, -1.19], [0.57, -1.33, -0.15], [-0.65, 0.53, 1.10], [1.06, -2.29, 0.53], [0.13, 0.77, -0.45], [-1.27, 0.25, -0.88], [0.70, 0.03, 0.01], [0.33, 1.45, -1.26], [-0.33, -0.15, 1.45], [-1.81, -0.88, 1.90], [0.30, 2.88, -0.36], [1.05, -1.26, -3.97], [1.26, -0.73, 2.44], [-1.12, -0.95, 0.37], [-1.17, 2.14, -1.04], [1.92, -0.14, 0.54], [-0.21, -0.81, -0.75], [-1.05, -0.50, 1.77], [-0.02, 0.18, 0.16], [0.91, -1.36, -0.54], [0.65, -0.65, 0.70], [-0.70, 0.83, -1.04], [0.77, -0.02, 0.43], [1.96, -0.12, -0.62], [-2.20, -2.18, -0.03], [-0.71, 0.46, 0.72], [2.19, -0.70, -1.03], [-0.31, 0.06, -0.13], [-0.01, -0.18, 0.27], [-0.20, 0.17, -0.07], [-0.16, -0.27, -0.84], [0.44, 0.45, 0.25], [-0.87, -0.09, 0.53], [-0.13, 0.64, -0.28], [-1.19, 0.51, 0.46], [-0.25, 0.13, 0.62], [-0.45, 0.69, -0.49], [-0.01, -0.10, 0.13], [0.52, 0.40, -0.35], [-0.13, -0.02, 0.58], [0.03, 0.29, -0.51], [-0.04, 1.24, 0.68], [0.01, 1.94, 1.75], [-0.57, -1.38, -0.68], [2.25, 0.08, -0.81], [-0.16, -0.22, 1.97], [-0.38, 1.50, -1.46], [0.15, -1.16, -0.48], [0.96, -0.48, 0.91], [-1.00, -0.99, -1.52], [0.44, 1.27, 2.32], [0.13, -0.53, -0.22], [-0.30, 0.02, -0.26], [-0.19, 0.29, -0.28], [0.14, -0.21, 0.02], [-0.92, -0.81, -1.05], [-0.71, -0.04, 0.38], [0.40, 0.07, -0.03], [0.03, 0.20, 0.28], [0.43, 0.02, 0.01], [-0.44, 0.61, 0.08], [-0.28, 0.46, -0.10], [-0.04, 0.19, -0.15], [-0.26, -1.14, -0.67], [0.37, -0.06, -0.55], [-0.08, 0.36, 0.51], [-0.90, 2.07, -0.66], [-0.20, -0.83, 0.71], [-0.15, 0.84, 0.77], [1.87, 1.55, -2.17], [-0.89, 0.04, -0.10], [-0.04, -0.43, 0.81], [-1.74, 0.56, -1.37], [1.26, -0.35, 1.11], [-0.25, 0.37, -1.84], [-0.26, -0.05, 0.18], [0.37, -0.50, 0.34], [0.72, -0.73, -0.73], [-0.04, -0.23, -0.02], [-0.07, -0.04, -0.26], [-0.67, -1.46, 0.43], [-0.37, -0.35, 1.42], [0.62, -0.25, 0.03], [0.07, -0.42, 0.10], [0.48, 0.38, -0.16], [-0.46, 0.01, 0.39], [0.51, -0.53, 0.27], [0.13, -0.47, -0.18], [0.10, 0.37, 0.79], [-0.10, 0.46, 0.14], [-2.73, -0.80, 0.27], [-0.97, 0.62, -1.19], [0.55, 0.26, -0.08], [0.40, -0.43, 0.85], [1.07, 1.18, -0.39], [2.10, -0.48, 0.69], [-1.35, -0.56, -0.41], [0.83, 0.17, -0.33], [-0.07, 0.15, 0.33], [0.49, -0.29, 0.16], [-0.04, 0.02, -0.30], [-0.26, 0.11, -0.06], [-0.17, -0.03, 0.34], [0.17, 0.03, 0.14], [-0.55, 0.64, 0.28], [-1.03, -0.96, 0.53], [-1.60, 1.74, -0.25], [0.88, -1.23, 0.21], [3.18, 1.52, -0.33], [0.76, -2.84, 1.76], [-1.44, -0.01, -0.70], [2.18, 1.04, -0.74], [0.16, -0.28, 0.13], [0.47, -0.19, -0.17], [-0.19, 0.28, -0.14], [0.18, 0.13, -0.43], [-1.91, 0.67, -0.35], [-1.15, -0.47, 0.15], [0.97, 2.50, 0.61], [-1.68, 0.07, 0.70], [0.56, -0.75, -0.09], [0.18, 0.31, -2.11], [-0.43, -0.44, 0.41], [-0.23, 0.48, 1.17], [-0.49, -1.14, -0.04], [-0.07, -0.04, 0.28], [-0.05, -0.18, -0.31], [0.22, -0.06, -0.22], [0.28, 0.13, 0.28], [0.23, -0.44, -0.20], [0.12, -0.21, -0.12], [0.40, -0.26, -0.39], [-2.05, 0.94, -1.39], [-0.04, 0.06, 0.43], [-2.81, -0.15, -1.29], [2.41, 1.56, 1.04], [0.24, -1.67, 0.48], [0.26, -2.25, -0.47], [0.73, 2.13, 0.51], [0.57, -1.82, 0.16], [0.29, 0.44, 0.08], [0.10, 0.40, -0.39], [0.04, 0.10, 0.27], [0.09, -0.33, 0.37], [0.05, 0.16, 0.20], [0.11, 0.43, 0.01], [-0.11, 0.76, 1.25], [-0.12, 0.01, 0.44], [0.54, 1.83, 0.31], [1.96, -0.13, -1.16], [-0.59, -0.15, -0.56], [-1.24, -1.40, 0.02], [-0.01, -0.03, 0.25], [-0.22, -0.30, -0.14], [-0.24, -0.13, -0.37], [0.04, -0.48, -0.04], [0.18, 5.13, 0.30], [-1.35, -0.98, -0.06], [1.66, -1.35, 1.11], [2.86, -0.66, -0.14], [0.13, 1.69, -0.08], [-3.07, -1.59, -0.61], [-0.59, -1.11, -0.55], [-0.52, -0.57, -0.09], [0.15, -0.12, 0.07], [0.53, -0.43, 0.08], [-1.96, -0.94, 0.25], [1.38, 0.02, -1.23], [0.45, -0.51, 1.29], [-0.52, 2.05, -1.52], [0.85, -1.28, 1.34], [0.51, 0.64, 0.30], [-0.23, -0.13, -0.27], [0.05, 0.15, -0.12], [-0.40, 0.25, -0.20], [-0.14, -0.25, 0.17]]}